1.
C27H55FeN3O3 as an isolated structure, computed with ωB97M-V/def2-TZVPD.

The value obtained for the LUMO energy (alpha / beta) is 0.3 / 0.2 eV. The calculation puts the frontier orbital gap (alpha / beta) at 6.3 / 6.3 eV. Its total energy is -2715.26659 Ha. The energy relative to the best compared isomer or geometry (same formula, charge and spin) comes out at 2.4463 eV. The spin multiplicity is 5.

Last column: Mulliken charge in e.
Geometry (Å):
Fe: -0.41495 -0.29174 0.31230  1.4630
C: -2.71932 1.98599 2.98300  -1.8259
C: -1.54657 1.00053 2.71006  2.2879
C: -0.86755 0.64838 4.07100  -1.2521
C: -1.53136 -0.43505 4.92164  -0.8286
C: -1.92185 -1.63765 4.09002  -0.8841
C: -2.62697 -1.31338 2.75974  0.8926
N: -1.97005 -0.21648 2.00739  1.4711
O: -2.49736 -0.11949 0.66773  -0.8861
C: -4.10605 -0.93242 2.96263  -1.5989
C: -2.69112 -2.69805 2.07998  -2.0187
C: -0.39892 1.69675 1.94800  -3.0749
H: -3.27133 2.16560 2.06189  0.3118
H: -2.32637 2.94174 3.33871  0.4439
H: -3.34926 1.62382 3.79190  0.3578
H: -0.78676 1.58434 4.62618  0.4331
H: 0.15991 0.32715 3.87442  0.2959
H: -2.41362 0.04344 5.35597  0.3894
H: -0.80984 -0.69373 5.69691  0.4490
H: -2.55880 -2.30783 4.66513  0.3954
H: -0.97699 -2.10338 3.79367  0.0705
H: -4.73462 -1.71953 3.38819  0.4631
H: -4.64548 -0.52317 2.10807  0.2801
H: -4.24849 -0.12555 3.68870  0.2850
H: -3.35764 -3.32322 2.66928  0.6231
H: -1.67491 -3.08490 2.00293  0.2755
H: -3.11928 -2.68530 1.07629  0.3556
H: -0.57239 1.97474 0.90519  0.2790
H: 0.48067 1.04989 2.01152  0.4164
H: -0.18550 2.58225 2.54736  0.5921
C: 2.43046 2.51997 -3.24829  -1.6271
C: 1.44464 2.92048 -2.14873  1.3746
C: 0.84824 4.31280 -2.49930  -1.2232
C: -0.05242 4.27729 -3.73375  -0.8012
C: -1.22602 3.31352 -3.46638  -1.2763
C: -0.77275 1.95134 -2.92258  1.7069
N: 0.29998 2.07408 -1.96047  0.2046
O: 0.54008 0.95581 -1.13505  0.6372
C: -0.51659 0.95826 -4.04825  -1.4967
C: -2.05073 1.40108 -2.21330  -2.1284
C: 2.32360 3.10236 -0.88747  -1.8440
H: 3.05854 3.37197 -3.52128  0.4153
H: 1.91967 2.30965 -4.18986  0.3988
H: 3.02555 1.66074 -2.94032  0.1453
H: 1.67508 4.98479 -2.74132  0.4860
H: 0.24582 4.63684 -1.64953  0.3176
H: 0.50578 3.98882 -4.63017  0.3145
H: -0.44026 5.25698 -4.02355  0.4469
H: -1.80120 3.11775 -4.37159  0.4218
H: -1.84916 3.79435 -2.71050  0.4204
H: -1.35237 0.80040 -4.74117  0.4825
H: -0.30671 -0.07250 -3.74714  -0.0082
H: 0.27697 1.18910 -4.76709  0.3534
H: -2.90904 1.37226 -2.88382  0.5340
H: -2.27762 1.97680 -1.31403  0.3408
H: -1.89770 0.39063 -1.82841  -0.0227
H: 2.92897 3.99916 -1.00041  0.4807
H: 2.84326 2.16926 -0.68013  0.2050
H: 1.65773 3.26853 -0.03478  0.2304
C: 3.30662 -2.81618 1.29702  -1.6262
C: 2.55836 -1.70999 0.51544  1.1725
C: 3.29849 -1.44328 -0.80378  -0.6444
C: 2.92183 -2.38086 -1.94896  -1.0413
C: 1.41186 -2.32791 -2.19517  -0.2173
C: 0.69674 -2.81699 -0.92038  1.3473
N: 1.12355 -1.97795 0.21939  1.2891
O: 0.31752 -2.08380 1.35358  -0.1795
C: -0.80811 -2.55848 -1.13434  -2.0181
C: 0.86776 -4.36756 -0.64711  -1.6719
C: 2.66002 -0.45101 1.37260  -1.7325
H: 4.38609 -2.66249 1.31408  0.4363
H: 3.24487 -3.81170 0.84972  0.3154
H: 2.98967 -2.93645 2.33563  0.3623
H: 3.11538 -0.41390 -1.11868  -0.1591
H: 4.36816 -1.61652 -0.67650  0.4902
H: 3.27954 -3.38757 -1.71027  0.4086
H: 3.39550 -2.14812 -2.90479  0.5221
H: 1.22888 -2.92581 -3.09038  0.5584
H: 1.20946 -1.29973 -2.50426  -0.6634
H: -1.31546 -3.37400 -1.65371  0.6050
H: -1.43187 -2.45702 -0.24269  0.4455
H: -0.95446 -1.67011 -1.75685  -0.0942
H: 1.83085 -4.71196 -0.27877  0.2214
H: 0.17957 -4.66352 0.15236  0.4181
H: 0.49974 -4.87890 -1.53431  0.4663
H: 3.73467 -0.31244 1.50648  0.6327
H: 2.31502 -0.69765 2.37994  0.3222
H: 2.14398 0.41360 0.96049  -0.2694
H: 0.53676 -2.92789 1.78707  0.3532

2.
A 3-piece molecular cluster, C3H12N2O2 overall, computed with ωB97M-V/def2-TZVPD.

The value obtained for the LUMO energy is 0.4 eV. The calculation puts the frontier orbital gap at 8.7 eV. Its structure (SMILES) is CC/N=C\N.O.O. Its total energy is -381.41578 Ha. The energy relative to the best compared isomer or geometry (same formula, charge and spin) comes out at 2.6976 eV.

Last column: Mulliken charge in e.
Geometry (Å):
C: 0.61261 3.44107 -1.97060  -1.0461
C: -0.24832 2.27961 -1.52226  -0.1869
N: -1.20036 -0.10336 0.08701  -0.3665
C: -0.63999 1.07551 0.45025  -0.2446
N: 0.28841 1.70706 -0.19865  -0.4141
H: -0.00591 4.29014 -2.26500  0.2713
H: 1.24707 3.69037 -1.11730  0.3241
H: 1.24929 3.26047 -2.84415  0.2743
H: -1.23631 2.69648 -1.31446  0.2412
H: -0.23774 1.40144 -2.18473  0.2224
H: -0.99388 -0.31090 -0.88832  0.2584
H: -2.15228 -0.31133 0.36260  0.2234
H: -0.82742 1.32492 1.51587  0.4680
H: -1.47356 -5.50199 1.09480  0.3099
H: -1.87602 -6.70042 1.78855  0.3185
O: -1.22359 -6.42020 1.13817  -0.6285
H: 2.52164 -1.00986 0.97101  0.3121
H: 1.62982 0.09341 1.28776  0.3262
O: 2.38248 -0.37506 1.67874  -0.6628

3.
A 2-piece molecular cluster, C6H9N2O overall, computed with ωB97M-V/def2-TZVPD.

The value obtained for the LUMO energy is -5.8 eV. Its net charge is +1. The calculation puts the frontier orbital gap at 5.7 eV. Its total energy is -418.36991 Ha. The energy relative to the best compared isomer or geometry (same formula, charge and spin) comes out at 3.9057 eV.

Last column: Mulliken charge in e.
Geometry (Å):
C: -0.48321 -3.90962 1.73959  -1.0823
C: -0.97086 -2.55030 1.64558  0.1536
C: 0.78713 2.03086 -1.06383  0.5882
C: 0.15249 4.12586 -2.10609  -0.9636
C: 1.02160 2.91074 -1.95055  -0.5047
C: -0.20458 -1.44971 1.89676  -0.0312
N: -1.11777 0.75173 2.27000  -0.2478
N: -0.69966 -0.24551 2.04318  0.6097
O: 0.45226 1.23386 -0.28940  -0.4664
H: -1.12438 -4.48890 1.04613  0.3326
H: -0.80580 -4.33560 2.63320  0.3445
H: -2.13731 -2.35466 1.56970  0.2813
H: 0.15435 4.39228 -3.18911  0.2720
H: -0.68623 3.85927 -1.59116  0.3775
H: 0.79816 4.97129 -1.73797  0.2612
H: 1.86684 2.80681 -2.47476  0.4324
H: 0.64494 -4.11046 1.59123  0.3518
H: 0.94471 -1.65381 1.96444  0.2913

4.
C21H15ClN4O2 in the gas phase, computed with ωB97M-V/def2-TZVPD.

The value obtained for the LUMO energy is 0.2 eV. The calculation puts the frontier orbital gap at 7.9 eV. Its structure (SMILES) is O=c1c(/C=N/c2ccc(Oc3ccccc3)cc2)c[nH]n1-c1cccc(Cl)n1. Its total energy is -1638.92719 Ha.

Last column: Mulliken charge in e.
Geometry (Å):
O: -2.04211 1.44380 -0.01148  -0.6905
C: -2.30901 0.28025 -0.18733  0.6383
C: -1.50265 -0.88923 -0.50713  0.2257
C: -2.34758 -1.96968 -0.58953  -0.3577
N: -3.60807 -1.58609 -0.35064  -0.4822
N: -3.62710 -0.23868 -0.10518  0.2457
C: -4.82647 0.38038 0.16878  0.8413
N: -5.87906 -0.43996 0.16237  -0.4075
C: -7.06587 0.07240 0.41526  0.0489
C: -7.29090 1.41148 0.68796  -0.5050
C: -6.18520 2.25341 0.69120  -0.4082
C: -4.92641 1.74735 0.42977  -0.5411
H: -4.04157 2.36046 0.42164  0.5256
H: -6.31180 3.30475 0.89885  0.4174
H: -8.28474 1.77414 0.88764  0.4166
Cl: -8.37574 -1.04354 0.38988  -0.1851
H: -4.48544 -2.08390 -0.32445  0.2272
H: -2.11439 -2.99475 -0.80652  0.4872
C: -0.08072 -0.91489 -0.70198  -0.5966
N: 0.62600 0.13500 -0.64974  -0.3669
C: 1.99551 0.13876 -0.75706  -0.1406
C: 2.81030 -0.80095 -0.11895  -0.3503
C: 4.18527 -0.70341 -0.18580  -0.0985
C: 4.77464 0.33189 -0.90339  0.3144
C: 3.97120 1.26785 -1.55103  -0.7184
C: 2.59985 1.18143 -1.46592  -0.4550
H: 1.96833 1.90584 -1.95528  0.4520
H: 4.44500 2.06034 -2.10936  0.4192
O: 6.13335 0.44180 -1.07097  -0.4613
C: 6.98200 0.13834 -0.04162  0.4657
C: 8.25609 -0.30523 -0.38552  -0.6086
C: 9.18448 -0.57143 0.60215  -0.4271
C: 8.85458 -0.40107 1.93664  -0.5042
C: 7.59136 0.05172 2.27684  -0.5949
C: 6.65451 0.32599 1.29750  -0.1491
H: 5.67476 0.69451 1.56492  0.4712
H: 7.33058 0.20023 3.31445  0.3593
H: 9.57997 -0.61424 2.70713  0.3751
H: 10.17008 -0.91742 0.32789  0.3710
H: 8.49752 -0.43054 -1.42963  0.4035
H: 4.80675 -1.43530 0.31064  0.4914
H: 2.35641 -1.59497 0.45687  0.4507
H: 0.33454 -1.91036 -0.92681  0.4013

5.
C5H6O2 in the gas phase, computed with ωB97M-V/def2-TZVPD.

The value obtained for the LUMO energy is 0.7 eV. The calculation puts the frontier orbital gap at 9.8 eV. Its structure (SMILES) is O=C(CO)C1C=C1. Its total energy is -344.48871 Ha. The energy relative to the best compared isomer or geometry (same formula, charge and spin) comes out at 3.0802 eV.

Last column: Mulliken charge in e.
Geometry (Å):
O: 1.64700 -1.38521 -1.04909  -0.5822
C: 0.74896 -0.73286 -0.55603  0.5795
C: -0.62902 -1.39425 -0.41249  -0.3003
O: -1.67259 -0.56828 0.04932  -0.5187
C: -0.19730 1.64128 0.09201  -0.3724
C: 0.48405 1.33215 1.14462  -0.4964
C: 0.96110 0.71062 -0.15777  -0.2462
H: -0.51167 -2.29610 0.20890  0.2544
H: -0.93194 -1.72969 -1.41037  0.2815
H: -1.03615 2.10227 -0.40564  0.3157
H: -1.39745 -0.19573 0.89822  0.3478
H: 0.66541 1.40054 2.20816  0.3358
H: 1.86960 1.11527 -0.60984  0.4015